1.
A 7-piece molecular cluster, C7H28N14O7 overall in a non-equilibrium geometry. Source: OMol25; level of theory: ωB97M-V/def2-TZVPD.

Bonds (Å) are listed after each position.
Geometry (Å):
1 C -4.8719 2.6720 -0.9913  O2 1.221, N3 1.372, N4 1.361
2 O -5.6588 3.5885 -0.8126  C1 1.221
3 N -3.6274 2.6557 -0.4147  C1 1.372, H5 1.015, H6 1.003
4 N -5.1543 1.5833 -1.7582  C1 1.361, H7 1.003, H8 1.003
5 H -2.9371 2.0300 -0.8174  N3 1.015
6 H -3.3251 3.4970 0.0402  N3 1.003
7 H -4.5224 0.8200 -1.9111  N4 1.003
8 H -6.0984 1.5121 -2.0893  N4 1.003
9 C 4.9783 0.4458 1.0629  O10 1.228, N11 1.365, N12 1.358
10 O 3.7866 0.6109 1.3110  C9 1.228
11 N 5.5988 1.1805 0.0935  C9 1.365, H13 1.002, H14 1.003
12 N 5.7444 -0.5079 1.6529  C9 1.358, H15 1.005, H16 1.017
13 H 5.0590 1.8273 -0.4497  N11 1.002
14 H 6.5832 1.1086 -0.0823  N11 1.003
15 H 6.7402 -0.4570 1.5286  N12 1.005
16 H 5.3888 -0.8261 2.5508  N12 1.017
17 C 0.2087 -2.0574 -2.7329  O18 1.223, N19 1.362, N20 1.377
18 O 0.4119 -0.9183 -2.3369  C17 1.223
19 N 1.1096 -2.7326 -3.4996  C17 1.362, H21 1.003, H22 1.005
20 N -0.9963 -2.6858 -2.5080  C17 1.377, H23 1.007, H24 1.003
21 H 1.0976 -3.7336 -3.5616  N19 1.003
22 H 1.9681 -2.2229 -3.6186  N19 1.005
23 H -1.7356 -2.0089 -2.4129  N20 1.007
24 H -1.1494 -3.5846 -2.9265  N20 1.003
25 C 3.5556 -1.7250 4.3154  O26 1.217, N27 1.377, N28 1.377
26 O 4.7597 -1.6225 4.1748  C25 1.217
27 N 2.8150 -2.8624 4.0854  C25 1.377, H29 1.001, H30 1.003
28 N 2.7555 -0.6396 4.5925  C25 1.377, H31 1.003, H32 1.005
29 H 3.2785 -3.6858 3.7551  N27 1.001
30 H 1.8951 -2.8357 4.4851  N27 1.003
31 H 3.1151 0.2969 4.5911  N28 1.003
32 H 1.7545 -0.7221 4.6238  N28 1.005
33 C 0.1517 0.3620 0.9371  O34 1.234, N35 1.343, N36 1.381
34 O -0.9493 0.3645 0.3791  C33 1.234
35 N 1.2700 -0.1274 0.3762  C33 1.343, H37 1.011, H38 1.016
36 N 0.3616 0.9570 2.1657  C33 1.381, H39 1.007, H40 1.005
37 H 1.2516 -0.2427 -0.6282  N35 1.011
38 H 2.1529 -0.1476 0.8794  N35 1.016
39 H 1.1805 0.6397 2.6579  N36 1.007
40 H -0.4778 1.1859 2.6697  N36 1.005
41 C -3.7828 -1.5168 0.8047  O42 1.220, N43 1.360, N44 1.370
42 O -4.7554 -2.2478 0.8997  C41 1.220
43 N -3.7782 -0.1758 1.0331  C41 1.360, H45 1.008, H46 1.003
44 N -2.5358 -1.9689 0.4627  C41 1.370, H47 1.002, H48 1.020
45 H -2.9551 0.3818 0.8684  N43 1.008
46 H -4.4579 0.3554 1.5456  N43 1.003
47 H -2.3213 -2.9471 0.4319  N44 1.002
48 H -1.7448 -1.3313 0.5586  N44 1.020
49 C -1.4972 1.9288 -3.5643  O50 1.218, N51 1.361, N52 1.372
50 O -1.5564 0.9926 -4.3418  C49 1.218
51 N -1.6566 3.2294 -3.9327  C49 1.361, H53 1.003, H54 1.004
52 N -1.3162 1.7221 -2.2196  C49 1.372, H55 1.012, H56 1.003
53 H -1.7759 3.4041 -4.9135  N51 1.003
54 H -1.2287 3.9391 -3.3656  N51 1.004
55 H -1.0495 0.7641 -2.0295  N52 1.012
56 H -1.0567 2.4788 -1.6143  N52 1.003

Calculated values
**E_tot**: -42915.0219 eV
**Max |F|**: 1.3 eV/Å
**SMILES**: NC(N)=O.NC(N)=O.NC(N)=O.NC(N)=O.NC(N)=O.NC(N)=O.NC(N)=O
**Charge**: 0
**E_HOMO**: -9.06 eV
**Orbital gap**: 9.2 eV
**M**: 420.39 g/mol

Results of the Löwdin charge analysis, in e, for atoms 1 through 2: C -0.69; O 0.01

***

2.
A 7-piece molecular cluster, C7H28N14O7 overall in a non-equilibrium geometry. Source: OMol25; level of theory: ωB97M-V/def2-TZVPD.

Bonds (Å) are listed after each position.
Geometry (Å):
1 C 2.4326 -1.9656 6.2493  O2 1.218, N3 1.355, N4 1.368
2 O 2.7661 -3.1370 6.2552  C1 1.218
3 N 2.2071 -1.2365 5.1300  C1 1.355, H5 1.006, H6 1.008
4 N 2.1704 -1.2983 7.4138  C1 1.368, H7 1.003, H8 1.002
5 H 2.3028 -1.4691 4.1558  N3 1.006
6 H 1.9214 -0.2730 5.2086  N3 1.008
7 H 2.3596 -1.8057 8.2575  N4 1.003
8 H 1.6544 -0.4401 7.4579  N4 1.002
9 C 1.3366 -0.9123 -4.9851  O10 1.231, N11 1.364, N12 1.357
10 O 0.4488 -0.1311 -5.3255  C9 1.231
11 N 1.9403 -1.7239 -5.9001  C9 1.364, H13 1.002, H14 1.005
12 N 1.7964 -0.9718 -3.7098  C9 1.357, H15 1.004, H16 1.005
13 H 2.8651 -2.0940 -5.7876  N11 1.002
14 H 1.5610 -1.6000 -6.8226  N11 1.005
15 H 2.4249 -1.7172 -3.4694  N12 1.004
16 H 1.3085 -0.4911 -2.9745  N12 1.005
17 C 0.0890 0.3155 0.3514  O18 1.232, N19 1.359, N20 1.354
18 O -1.0578 0.4559 -0.0766  C17 1.232
19 N 1.1896 0.7355 -0.3267  C17 1.359, H21 1.003, H22 1.006
20 N 0.3372 -0.0291 1.6373  C17 1.354, H23 1.020, H24 1.003
21 H 2.0738 0.7461 0.1459  N19 1.003
22 H 1.0476 1.3642 -1.0996  N19 1.006
23 H 1.2736 0.0495 2.0333  N20 1.020
24 H -0.4852 -0.1674 2.1942  N20 1.003
25 C -4.8600 2.4175 -1.2032  O26 1.218, N27 1.373, N28 1.371
26 O -4.9421 3.5810 -1.5524  C25 1.218
27 N -3.6959 1.8301 -0.7739  C25 1.373, H29 1.005, H30 1.016
28 N -5.9434 1.5768 -1.1943  C25 1.371, H31 0.999, H32 1.004
29 H -3.7223 0.8410 -0.5958  N27 1.005
30 H -2.8421 2.2592 -1.1203  N27 1.016
31 H -6.8573 1.8329 -1.5070  N28 0.999
32 H -5.8142 0.7314 -0.6679  N28 1.004
33 C 4.0323 0.5794 2.9579  O34 1.234, N35 1.359, N36 1.358
34 O 2.9286 0.1106 2.6674  C33 1.234
35 N 4.6264 0.4374 4.1721  C33 1.359, H37 1.004, H38 1.004
36 N 4.7599 1.2914 2.0592  C33 1.358, H39 1.002, H40 1.000
37 H 4.2073 -0.0672 4.9322  N35 1.004
38 H 5.4877 0.9370 4.2999  N35 1.004
39 H 5.6443 1.6572 2.3555  N36 1.002
40 H 4.3506 1.3940 1.1524  N36 1.000
41 C -1.0043 2.2728 -3.1469  O42 1.227, N43 1.361, N44 1.364
42 O -1.5543 3.1646 -2.5088  C41 1.227
43 N -1.0482 0.9514 -2.8231  C41 1.361, H45 1.006, H46 1.015
44 N -0.3857 2.4851 -4.3441  C41 1.364, H47 1.011, H48 1.001
45 H -0.6232 0.2721 -3.4315  N43 1.006
46 H -1.2865 0.6701 -1.8772  N43 1.015
47 H 0.0234 1.7019 -4.8360  N44 1.011
48 H -0.3422 3.3927 -4.7647  N44 1.001
49 C -2.9877 -2.2861 -0.8945  O50 1.213, N51 1.381, N52 1.372
50 O -2.0574 -2.2997 -1.6725  C49 1.213
51 N -3.9444 -3.2821 -0.8953  C49 1.381, H53 1.004, H54 1.007
52 N -3.1187 -1.4150 0.1578  C49 1.372, H55 1.003, H56 1.022
53 H -4.7555 -3.2578 -0.3036  N51 1.004
54 H -4.0639 -3.6782 -1.8132  N51 1.007
55 H -3.8506 -1.5115 0.8361  N52 1.003
56 H -2.3243 -0.7934 0.3230  N52 1.022

Calculated values
**E_tot**: -42914.6604 eV
**Max |F|**: 2.1 eV/Å
**SMILES**: NC(N)=O.NC(N)=O.NC(N)=O.NC(N)=O.NC(N)=O.NC(N)=O.NC(N)=O
**Charge**: 0
**E_HOMO**: -8.61 eV
**Orbital gap**: 8.5 eV
**M**: 420.39 g/mol

Results of the Löwdin charge analysis, in e, for atoms 1 through 2: C -0.69; O 0.03

***

3.
A 7-piece molecular cluster, C7H28O7 overall in a non-equilibrium geometry. Source: OMol25; level of theory: ωB97M-V/def2-TZVPD.

Bonds (Å) are listed after each position.
Geometry (Å):
1 C -5.4929 2.6025 -4.7205  O2 1.436, H3 1.090, H4 1.090, H5 1.090
2 O -5.7241 1.3253 -5.3359  C1 1.436, H6 0.960
3 H -5.9485 3.3806 -5.3329  C1 1.090
4 H -6.0500 2.5164 -3.7876  C1 1.090
5 H -4.4386 2.8343 -4.5699  C1 1.090
6 H -5.2653 1.3527 -6.1788  O2 0.960
7 C -4.2342 4.4748 1.3615  O8 1.426, H9 1.090, H10 1.090, H11 1.090
8 O -3.5606 5.0301 0.2338  C7 1.426, H12 0.960
9 H -4.2456 3.3992 1.1850  C7 1.090
10 H -3.7160 4.6820 2.2978  C7 1.090
11 H -5.2248 4.9258 1.4189  C7 1.090
12 H -3.8463 5.9441 0.1668  O8 0.960
13 C 1.3527 -4.9924 -1.8651  O14 1.410, H15 1.090, H16 1.090, H17 1.090
14 O 2.2983 -5.5983 -1.0124  C13 1.410, H18 0.960
15 H 1.8031 -4.0898 -2.2781  C13 1.090
16 H 1.1416 -5.6932 -2.6729  C13 1.090
17 H 0.4304 -4.7866 -1.3220  C13 1.090
18 H 3.0649 -5.9085 -1.5000  O14 0.960
19 C 1.4795 3.4806 -6.1305  O20 1.383, H21 1.090, H22 1.090, H23 1.090
20 O 2.0121 2.5358 -5.2729  C19 1.383, H24 0.960
21 H 1.6837 3.2033 -7.1647  C19 1.090
22 H 0.3897 3.4841 -6.1090  C19 1.090
23 H 1.8517 4.4639 -5.8430  C19 1.090
24 H 1.5153 2.5464 -4.4516  O20 0.960
25 C 0.3345 0.6494 0.6727  O26 1.447, H27 1.090, H28 1.090, H29 1.090
26 O 0.0578 1.5797 -0.4003  C25 1.447, H30 0.960
27 H -0.0201 1.0815 1.6085  C25 1.090
28 H -0.1350 -0.3291 0.5722  C25 1.090
29 H 1.4030 0.4648 0.7840  C25 1.090
30 H -0.7666 2.0511 -0.2598  O26 0.960
31 C 5.1582 -0.8876 7.2284  O32 1.425, H33 1.090, H34 1.090, H35 1.090
32 O 4.8540 -0.4990 5.8920  C31 1.425, H36 0.960
33 H 5.8132 -1.7589 7.2284  C31 1.090
34 H 5.7075 -0.1505 7.8142  C31 1.090
35 H 4.2806 -1.1380 7.8245  C31 1.090
36 H 4.5664 -1.3222 5.4904  O32 0.960
37 C 1.0257 -5.2099 4.3509  O38 1.425, H39 1.090, H40 1.090, H41 1.090
38 O 2.0881 -4.5705 3.6493  C37 1.425, H42 0.960
39 H 1.3412 -6.2201 4.6116  C37 1.090
40 H 0.8615 -4.7146 5.3079  C37 1.090
41 H 0.1138 -5.2233 3.7540  C37 1.090
42 H 2.0402 -4.9162 2.7550  O38 0.960

Calculated values
**E_tot**: -22041.4136 eV
**Max |F|**: 1.4 eV/Å
**SMILES**: CO.CO.CO.CO.CO.CO.CO
**Charge**: 0
**E_HOMO**: -10.24 eV
**Orbital gap**: 10.7 eV
**M**: 224.29 g/mol

Results of the Löwdin charge analysis, in e, for atoms 1 through 2: C -0.15; O -0.13

***

4.
A 10-piece molecular cluster, C7H28O9 overall in a non-equilibrium geometry. Source: OMol25; level of theory: ωB97M-V/def2-TZVPD.

Bonds (Å) are listed after each position.
Geometry (Å):
1 C -2.2075 -1.3392 0.3812  C2 1.562, H8 1.075, H9 1.081, H10 1.156
2 C -0.9270 -0.8436 -0.3641  C1 1.562, C3 1.350, C5 1.518
3 C -1.1611 -0.0582 -1.4367  C2 1.350, H11 1.112, H12 1.089
4 C 1.0933 -2.0961 -0.5208  C5 1.360, H13 1.106, H14 1.057
5 C 0.4158 -1.2010 0.2475  C2 1.518, C4 1.360, C6 1.425
6 C 0.6744 -0.5053 1.4642  C5 1.425, C7 1.348, H15 1.076
7 C 1.8612 0.1285 1.5411  C6 1.348, H16 1.194, H17 1.011
8 H -2.0351 -2.3578 0.6774  C1 1.075
9 H -3.0443 -1.1892 -0.2868  C1 1.081
10 H -2.2698 -0.6933 1.3379  C1 1.156
11 H -0.3002 0.2796 -2.0540  C3 1.112
12 H -2.1155 0.2327 -1.8742  C3 1.089
13 H 1.9719 -2.5708 -0.0443  C4 1.106
14 H 0.8109 -2.3768 -1.5003  C4 1.057
15 H -0.0640 -0.4560 2.2454  C6 1.076
16 H 2.1611 0.7513 2.5149  C7 1.194
17 H 2.5334 0.2012 0.7890  C7 1.011
18 H 2.3003 -0.9685 -2.9241  O20 0.938
19 H 0.8169 -0.8477 -3.2876  O20 0.989
20 O 1.6503 -1.3410 -3.4886  H18 0.938, H19 0.989
21 H -1.2637 -3.2674 -2.2917  O23 0.853
22 H -0.9827 -2.8303 -3.6136  O23 0.958
23 O -1.0086 -2.5601 -2.6945  H21 0.853, H22 0.958
24 H -3.0269 2.7895 0.2502  O26 1.033
25 H -4.0880 1.7341 0.5645  O26 1.008
26 O -3.9279 2.7122 0.7490  H24 1.033, H25 1.008
27 H 3.0210 1.9204 -2.0473  O29 0.920
28 H 2.1098 2.3476 -0.9790  O29 1.025
29 O 2.5653 1.5121 -1.3597  H27 0.920, H28 1.025
30 H -1.8695 2.7396 3.2672  O32 0.947
31 H -0.8336 1.7252 3.8077  O32 0.930
32 O -0.9582 2.4815 3.2810  H30 0.947, H31 0.930
33 H -0.5497 -2.6439 2.0807  O35 0.935
34 H -0.2342 -2.4855 3.5370  O35 0.919
35 O -0.8602 -2.2961 2.8909  H33 0.935, H34 0.919
36 H -1.2262 2.4804 1.6453  O38 1.002
37 H -1.4209 1.4686 0.3968  O38 0.986
38 O -1.3602 2.4180 0.6540  H36 1.002, H37 0.986
39 H 3.1742 -1.2573 -0.7104  O41 1.014
40 H 4.5207 -0.4096 -1.2241  O41 0.996
41 O 4.1808 -1.1489 -0.6492  H39 1.014, H40 0.996
42 H 0.2524 2.9790 0.2577  O44 0.988
43 H 0.5799 3.6045 -0.9513  O44 0.895
44 O 1.0411 3.2373 -0.2781  H42 0.988, H43 0.895

Calculated values
**<S²>**: 0.776
**E_tot**: -26127.9744 eV
**Max |F|**: 8.5 eV/Å
**2S+1**: 2
**Charge**: +1
**E_HOMO (alpha / beta)**: -13.36 / -13.35 eV
**Orbital gap (alpha / beta)**: 8.7 / 5.0 eV
**M**: 256.29 g/mol

Results of the Löwdin charge analysis, in e, for atoms 1 through 2: C -0.01; C -0.31

***

5.
A 8-piece molecular cluster, C7H29NO7 overall in a non-equilibrium geometry. Source: OMol25; level of theory: ωB97M-V/def2-TZVPD.

Bonds (Å) are listed after each position.
Geometry (Å):
1 C 2.8532 -0.9822 0.6282  C2 1.557, H9 1.087, H10 1.089, H11 1.086
2 C 1.9723 0.2264 0.1932  C1 1.557, C3 1.548, N8 1.482, H12 1.093
3 C 0.7104 0.4637 1.0583  C2 1.548, C4 1.480, H13 1.104, H14 1.099
4 C -0.6763 0.1161 0.6740  C3 1.480, C5 1.410, C6 1.477
5 C -0.9799 -1.2606 0.7049  C4 1.410, H15 1.080, H16 1.082
6 C -1.7472 1.1268 0.5545  C4 1.477, C7 1.544, H17 1.082, H18 1.117
7 C -2.7152 1.1241 1.7568  C6 1.544, H19 1.089, H20 1.087, H21 1.082
8 N 1.6936 0.1262 -1.2587  C2 1.482, H22 1.011, H23 1.012
9 H 2.8878 -1.6907 -0.1953  C1 1.087
10 H 3.9166 -0.7684 0.7269  C1 1.089
11 H 2.3606 -1.4424 1.4795  C1 1.086
12 H 2.4774 1.1926 0.2666  C2 1.093
13 H 0.9061 0.0454 2.0615  C3 1.104
14 H 0.7100 1.5014 1.4190  C3 1.099
15 H -1.9916 -1.6056 0.5528  C5 1.080
16 H -0.1418 -1.9390 0.6144  C5 1.082
17 H -1.4000 2.1378 0.3844  C6 1.082
18 H -2.2875 0.9026 -0.3972  C6 1.117
19 H -3.5392 0.4278 1.6098  C7 1.089
20 H -2.2357 0.6483 2.6080  C7 1.087
21 H -3.1409 2.0981 1.9595  C7 1.082
22 H 1.0362 -0.6213 -1.4332  N8 1.011
23 H 2.5550 -0.0322 -1.7647  N8 1.012
24 H -0.8365 -3.2014 2.3951  O26 0.961
25 H -0.0062 -3.9268 1.3510  O26 0.977
26 O -0.2592 -3.9633 2.2936  H24 0.961, H25 0.977
27 H 0.4289 2.9509 -1.2930  O29 0.961
28 H -0.0212 1.4200 -1.7641  O29 0.957
29 O -0.2009 2.3588 -1.7129  H27 0.961, H28 0.957
30 H -0.8946 -2.3042 -3.1322  O32 0.964
31 H -1.3229 -1.0085 -2.4038  O32 0.964
32 O -0.6268 -1.6738 -2.4535  H30 0.964, H31 0.964
33 H -0.3466 1.8631 3.0340  O35 0.957
34 H -1.3639 1.7191 4.2200  O35 0.959
35 O -0.4424 1.6513 3.9620  H33 0.957, H34 0.959
36 H 2.0503 3.4266 -2.9467  O38 0.960
37 H 2.2877 2.2110 -1.9987  O38 0.959
38 O 2.6643 3.0306 -2.3236  H36 0.960, H37 0.959
39 H 0.9124 -3.8380 -0.8551  O41 0.965
40 H -0.5033 -4.3998 -0.7095  O41 0.965
41 O 0.3884 -4.4687 -0.3460  H39 0.965, H40 0.965
42 H -2.2907 2.4847 -2.7526  O44 0.954
43 H -0.9386 1.9432 -3.3416  O44 0.967
44 O -1.9023 1.9302 -3.4252  H42 0.954, H43 0.967

Calculated values
**<S²>**: 0.753
**E_tot**: -23541.3414 eV
**Max |F|**: 1.9 eV/Å
**2S+1**: 2
**Charge**: +1
**E_HOMO (alpha / beta)**: -13.68 / -13.67 eV
**Orbital gap (alpha / beta)**: 8.5 / 5.2 eV
**M**: 239.31 g/mol

Results of the Löwdin charge analysis, in e, for atoms 1 through 2: C -0.01; C -0.35